Record 1
# C5H10O

A molecular structure, C5H10O (the ωB97M-V functional and the def2-TZVPD basis, the Open Molecules 2025 dataset).

The value obtained for the gap between HOMO and LUMO (alpha / beta) is 7.3 / 7.9 eV. The maximum force comes out at 0.950 eV/A. The calculation puts the LUMO energy (alpha / beta) at 0.01659 / 0.02556 Eh. The total energy comes out at -271.53391 Eh.

The geometry in XYZ format:
```
16
Properties=species:S:1:pos:R:3:forces:R:3:lowdin_charge:R:1
O -0.954096 -1.302136 -2.178820 -0.0617 -0.1439 -0.2701 0.01
C -0.864620 -0.344787 -1.222646 -0.7538 0.2515 -0.0726 -0.22
C 0.119192 -0.439509 -0.226084 0.6075 0.2340 0.6912 -0.35
C 0.680086 0.898025 0.297111 -0.2171 0.0996 0.3475 -0.15
C 0.859280 0.433463 1.749499 0.1886 0.0655 -0.0618 -0.19
C -0.213828 -0.555030 1.348701 -0.3301 -0.6929 -0.0277 -0.14
H -1.683784 -1.095313 -2.774117 0.1272 -0.0535 0.0658 0.10
H 0.436451 1.138111 -1.966415 0.4910 0.2821 0.2523 0.09
H -1.703255 0.342518 -1.125528 0.1103 -0.1242 -0.0078 0.13
H 0.893443 -1.168008 -0.484557 -0.0632 0.0834 0.0737 0.16
H -0.099802 1.673034 0.252506 0.2167 -0.0523 -0.1144 0.09
H 0.969354 1.353151 -1.382549 -0.3245 -0.0399 -0.7400 0.06
H 1.830240 -0.026174 1.957251 -0.1592 0.0352 -0.0539 0.10
H 0.602843 1.146539 2.534188 0.0651 -0.0848 -0.1367 0.10
H -1.225225 -0.207344 1.564709 0.1442 -0.0241 -0.0568 0.11
H -0.101024 -1.600815 1.647288 -0.0410 0.1644 0.1113 0.11
```
Positions in Å, forces in eV/Å.

Record 2
# C5H10O

2 unconnected molecules or ions with the total composition C5H10O (the ωB97M-V functional and the def2-TZVPD basis, the Open Molecules 2025 dataset).

The value obtained for the gap between HOMO and LUMO is 10.8 eV. The maximum force comes out at 0.528 eV/A. The calculation puts the LUMO energy at 0.03771 Eh. The SMILES is O=CC1CCC1.[H][H]. The total energy comes out at -271.67460 Eh.

The geometry in XYZ format:
```
16
Properties=species:S:1:pos:R:3:forces:R:3:lowdin_charge:R:1
O -1.887784 1.338085 -1.001291 0.1933 -0.1275 0.4745 0.02
C -1.646777 0.883665 0.091424 -0.2966 -0.2351 -0.0969 -0.25
C -0.778070 -0.300748 0.395137 0.2437 0.1426 -0.2193 -0.28
C 0.549519 -0.064982 1.191364 -0.0515 0.1064 0.1032 -0.13
C 1.270530 -1.034198 0.218219 0.0585 -0.0445 0.0092 -0.17
C 0.029505 -1.012750 -0.712290 -0.0678 -0.0586 -0.1173 -0.14
H 0.210613 2.117859 -1.657943 0.0654 0.0193 -0.0328 0.02
H -2.157026 1.268527 1.007548 0.1345 0.2541 -0.2374 0.13
H -1.448966 -0.971901 0.933793 0.0926 -0.2142 0.1145 0.14
H 0.942460 2.246042 -1.658254 0.0558 0.0326 -0.0127 0.05
H 0.521585 -0.355118 2.246572 0.0623 0.1018 -0.2059 0.10
H 0.924709 0.962976 1.111079 -0.1622 -0.2075 0.0124 0.11
H 2.212127 -0.673684 -0.211736 -0.2526 -0.0338 0.0817 0.10
H 1.461329 -2.017207 0.661567 -0.1045 0.1678 -0.0649 0.10
H -0.370336 -1.987483 -1.006156 0.1231 0.1646 -0.0382 0.11
H 0.166580 -0.399084 -1.609033 -0.0941 -0.0680 0.2299 0.09
```
Positions in Å, forces in eV/Å.

Record 3
# C5H10O

2 unconnected molecules or ions with the total composition C5H10O at a distorted geometry (the ωB97M-V functional and the def2-TZVPD basis, the Open Molecules 2025 dataset).

The value obtained for the gap between HOMO and LUMO is 10.1 eV. The maximum force comes out at 3.618 eV/A. The calculation puts the LUMO energy at 0.03219 Eh. The SMILES is C=CC.C=CO. The total energy comes out at -271.64627 Eh.

The geometry in XYZ format:
```
16
Properties=species:S:1:pos:R:3:forces:R:3:lowdin_charge:R:1
C 1.559280 -0.466933 -2.557880 2.3993 2.1926 1.5882 -0.13
C 0.625192 -0.765061 -1.451360 -2.0539 -1.4729 0.1239 -0.25
C -0.203626 -1.820581 -1.546332 0.4053 0.0990 0.5808 -0.02
H 2.201270 0.408676 -2.224790 -0.4641 -0.8660 -0.4009 0.08
H 1.052564 -0.060399 -3.425849 -0.1318 -0.5620 -0.2632 0.07
H 2.289500 -1.252621 -2.736892 -0.3126 -0.2734 -0.5079 0.08
H 0.449350 -0.175033 -0.559120 0.0268 1.1233 -0.6235 0.07
H -1.193547 -1.866025 -1.085835 0.6527 -0.2222 0.6323 0.05
H 0.168705 -2.718977 -2.013776 -0.5273 0.0089 -1.1109 0.05
C -1.459266 1.979795 2.160932 -0.0750 -0.5568 -0.9833 0.00
C -0.886330 1.185350 3.038586 1.8890 -0.4868 0.6386 -0.29
O -0.547908 -0.142531 2.923299 -0.0789 0.0665 -0.1998 -0.02
H -1.645168 3.009631 2.402564 0.0773 0.1806 -0.0881 0.05
H -1.652118 1.593324 1.146746 -0.3865 0.3288 0.5885 0.06
H -0.326767 1.520617 3.917080 -1.0889 0.3508 0.2076 0.11
H -0.431125 -0.429237 2.012626 -0.3312 0.0896 -0.1824 0.08
```
Positions in Å, forces in eV/Å.

Record 4
# C5H10O

2 unconnected molecules or ions with the total composition C5H10O at a distorted geometry (the ωB97M-V functional and the def2-TZVPD basis, the Open Molecules 2025 dataset).

The value obtained for the gap between HOMO and LUMO is 10.3 eV. The maximum force comes out at 1.064 eV/A. The calculation puts the LUMO energy at 0.03544 Eh. The SMILES is C=C=O.CCC. The total energy comes out at -271.70923 Eh.

The geometry in XYZ format:
```
16
Properties=species:S:1:pos:R:3:forces:R:3:lowdin_charge:R:1
C -1.248551 0.013967 -0.811924 0.0283 0.0212 -0.0505 -0.13
C -0.658803 -0.736085 0.384922 -0.0278 -0.1517 0.0075 -0.33
C -0.976574 -0.040683 1.705368 -0.0129 0.0143 0.0749 -0.12
C 1.968572 0.974891 -0.415735 0.0869 0.5938 0.4328 -0.29
O 1.705107 1.777187 0.390562 0.1234 -0.7822 -0.7105 0.16
C 2.329822 0.089457 -1.315769 -0.0194 0.1391 -0.0028 0.00
H -1.018695 -0.472687 -1.765977 0.0423 0.0605 0.1225 0.07
H -0.896516 1.050754 -0.857899 0.0117 -0.1193 -0.0066 0.07
H -2.342753 0.054615 -0.736929 0.1878 -0.0106 0.0573 0.07
H -1.084436 -1.742959 0.390624 -0.0419 -0.0254 0.0810 0.10
H -0.544676 0.965540 1.743253 -0.0501 -0.1346 -0.0530 0.06
H -0.580564 -0.601825 2.556952 -0.0625 0.0552 -0.0775 0.07
H -2.060353 0.056144 1.836717 0.1327 -0.0080 0.0104 0.07
H 1.598375 -0.498007 -1.853057 0.0312 0.1055 0.1618 0.06
H 3.382608 0.010888 -1.550633 -0.0746 0.0182 0.0410 0.06
H 0.427431 -0.901196 0.299524 -0.3551 0.2241 -0.0881 0.08
```
Positions in Å, forces in eV/Å.

Record 5
# C5H10O

A single C5H10O molecule at a distorted geometry (the ωB97M-V functional and the def2-TZVPD basis, the Open Molecules 2025 dataset).

The value obtained for the gap between HOMO and LUMO is 10.8 eV. The maximum force comes out at 3.622 eV/A. The calculation puts the LUMO energy at 0.03563 Eh. The SMILES is C[C@H]1C[C@@H](O)C1. The total energy comes out at -271.70104 Eh.

The geometry in XYZ format:
```
16
Properties=species:S:1:pos:R:3:forces:R:3:lowdin_charge:R:1
C -1.986533 -0.025471 -0.512123 0.5479 -0.6921 0.2614 -0.08
C -0.744375 -0.046451 0.460720 -0.5084 0.4938 -0.4464 -0.33
C 0.371438 1.033567 0.232830 -1.1771 -0.5332 -0.9359 -0.11
C 1.417521 -0.052605 0.393723 -0.1696 0.1564 1.2106 -0.44
C 0.356102 -1.101865 0.203302 -0.6177 -0.1008 -0.9485 -0.12
H -1.614557 -0.194769 -1.565900 -0.4353 0.1846 1.0570 0.08
H -2.617593 -0.919065 -0.214398 0.3524 1.1649 -0.5610 0.08
H -2.586325 0.934187 -0.509311 0.6816 -1.1261 0.2728 0.08
H -1.056038 -0.098514 1.504140 -0.1718 0.2174 -0.0116 0.12
H 0.416778 1.876176 0.874692 -0.0182 0.8228 0.6448 0.09
H 0.280406 1.363198 -0.812821 0.2956 -0.0117 0.2168 0.12
H 1.752312 -0.068328 1.467249 0.5489 0.0907 -0.9721 0.16
H 2.850897 0.760184 -0.762576 -1.4501 -2.7263 0.6159 0.16
H 0.393180 -2.045113 0.732538 -0.0521 -0.0831 0.1962 0.11
H 0.397741 -1.261791 -0.870956 -0.2314 -0.5357 -0.1988 0.11
O 2.369051 -0.153345 -0.621105 2.4053 2.6782 -0.4011 -0.05
```
Positions in Å, forces in eV/Å.

Record 6
# C5H10O

A single C5H10O molecule at a distorted geometry (the ωB97M-V functional and the def2-TZVPD basis, the Open Molecules 2025 dataset).

The value obtained for the gap between HOMO and LUMO is 9.2 eV. The maximum force comes out at 2.889 eV/A. The calculation puts the LUMO energy at 0.04050 Eh. The total energy comes out at -271.58484 Eh.

The geometry in XYZ format:
```
16
Properties=species:S:1:pos:R:3:forces:R:3:lowdin_charge:R:1
C 2.426535 -0.701169 -0.117211 0.2765 -0.1349 0.0633 -0.13
O 1.231715 -0.022686 -0.400655 -0.0834 -0.0507 -0.0698 -0.22
C 0.575342 0.525100 0.734734 -0.5589 -0.0071 0.1899 -0.31
C -0.802993 1.073876 0.391837 -1.4538 -1.9334 -1.5791 0.01
C -2.350052 0.020146 0.206424 1.2811 1.1163 0.7332 -0.16
C -1.721503 -0.249439 -1.014520 0.9870 0.6992 0.3141 -0.06
H 2.281051 -1.500968 0.625522 -0.0375 0.1168 -0.0608 0.08
H 2.763059 -1.156191 -1.052060 -0.0147 0.0679 0.1252 0.09
H 3.219289 -0.033202 0.249821 -0.1157 0.0029 -0.0089 0.09
H 0.615988 -0.188213 1.574488 -0.2784 -0.0548 -0.2404 0.11
H 1.132678 1.425941 1.095569 -0.3087 -0.3590 -0.2199 0.12
H -0.626410 1.807752 -0.403865 -0.9243 0.0069 0.1674 0.05
H -3.287399 0.590743 0.188509 0.6856 0.1049 0.2276 0.09
H -2.324077 -0.740636 0.985533 0.1794 0.2993 -0.0307 0.09
H -1.058911 -1.093443 -1.141810 -0.0024 0.0651 0.0687 0.07
H -2.074306 0.242393 -1.922323 0.3683 0.0606 0.3202 0.08
```
Positions in Å, forces in eV/Å.

Record 7
# C5H10O

A single C5H10O molecule (the ωB97M-V functional and the def2-TZVPD basis, the Open Molecules 2025 dataset).

The value obtained for the gap between HOMO and LUMO is 11.1 eV. The maximum force comes out at 0.326 eV/A. The calculation puts the LUMO energy at 0.03650 Eh. The SMILES is CC[C@@]1(C)CO1. The total energy comes out at -271.71259 Eh.

The geometry in XYZ format:
```
16
Properties=species:S:1:pos:R:3:forces:R:3:lowdin_charge:R:1
C 0.182217 1.853890 -0.381945 0.0737 0.0400 0.0095 -0.10
C -0.758616 0.657492 -0.515902 -0.0791 -0.0205 -0.0212 -0.18
C -0.208967 -0.635586 0.056502 0.1800 0.1751 0.0000 -0.52
C 1.222030 -0.984144 -0.285008 0.0361 -0.0218 -0.0474 -0.02
C -0.807355 -1.215360 1.264093 0.0236 0.0779 0.3161 -0.10
O -1.126725 -1.724437 -0.023285 -0.1199 -0.1507 -0.1548 -0.03
H 1.092170 1.712866 -0.975740 -0.1287 0.0211 0.1124 0.07
H 0.483820 2.017940 0.658939 -0.0615 -0.0275 -0.1240 0.08
H -0.302792 2.767966 -0.738578 0.0596 -0.1353 0.0589 0.07
H -0.978898 0.480716 -1.576820 0.0509 0.0095 0.1102 0.12
H -1.719126 0.871896 -0.032798 0.1285 -0.0527 -0.0720 0.12
H 1.409209 -0.869380 -1.359437 -0.0552 -0.0242 0.1420 0.09
H 1.923410 -0.335123 0.251598 -0.1184 -0.0856 -0.0922 0.09
H 1.427384 -2.022660 -0.010378 -0.0426 0.1497 -0.0153 0.09
H -1.618212 -0.692542 1.773176 0.1221 -0.0615 -0.1021 0.11
H -0.219549 -1.883535 1.895580 -0.0693 0.1067 -0.1202 0.11
```
Positions in Å, forces in eV/Å.

Record 8
# C5H10O

2 unconnected molecules or ions with the total composition C5H10O at a distorted geometry (the ωB97M-V functional and the def2-TZVPD basis, the Open Molecules 2025 dataset).

The value obtained for the gap between HOMO and LUMO is 9.5 eV. The maximum force comes out at 2.265 eV/A. The calculation puts the LUMO energy at 0.03869 Eh. The SMILES is C=C[C@]1(C)CO1.[H][H]. The total energy comes out at -271.57108 Eh.

The geometry in XYZ format:
```
16
Properties=species:S:1:pos:R:3:forces:R:3:lowdin_charge:R:1
C -1.193054 0.356415 -0.903716 0.2462 -0.1727 -0.1814 -0.03
C -0.316627 -0.398961 0.070575 1.3928 -0.8861 -1.5501 -0.34
C -0.540449 -1.811238 0.306736 -0.4802 -0.7222 0.3139 -0.17
O 0.571002 -1.649733 -0.500053 -1.0345 -0.4789 -1.2360 -0.06
C 1.044783 0.011614 0.445973 0.0221 1.7289 1.0652 -0.27
C 1.659603 1.019773 -0.156877 0.4174 0.0738 -0.1084 -0.04
H -1.104571 1.444949 -0.828785 0.1924 -0.3074 0.1274 0.08
H -2.258823 0.098483 -0.837621 0.3977 -0.0940 0.2183 0.09
H -0.838009 0.050888 -1.886944 -0.1253 0.1559 -0.2579 0.10
H -0.602872 1.327258 1.542153 -0.1940 0.6154 0.3713 0.08
H -1.342137 -2.197501 -0.309010 -0.5968 -0.2240 0.4492 0.12
H -0.403877 -2.268972 1.278491 0.0501 -0.1245 0.1815 0.12
H 1.466634 -0.505620 1.298655 0.0311 0.2084 0.0880 0.13
H 1.256923 1.473264 -1.056941 -0.0291 0.1757 0.2531 0.06
H 2.571393 1.412028 0.258311 0.3778 -0.1157 -0.2774 0.05
H 0.030076 1.637349 1.279058 -0.6676 0.1674 0.5435 0.07
```
Positions in Å, forces in eV/Å.